[1]
Below is 6 unconnected molecules or ions with the total composition C27H54ClN4O18S in a non-equilibrium geometry, with properties calculated with ωB97M-V/def2-TZVPD.

Summary:
E_LUMO, eV: -4.61
Net charge: +1

The geometry in XYZ format:
```
105
Properties=species:S:1:pos:R:3:mulliken_charge:R:1
H 2.06529 -1.47161 -1.21935 0.29
O 0.99112 5.17890 5.85075 -0.33
C 3.23545 0.36824 0.63593 -0.18
C 2.98228 2.78125 -6.73725 -0.63
O 2.38101 5.00002 4.15943 -0.31
C -7.61830 -8.80365 5.56117 -0.61
H -6.04966 -0.99687 -7.27850 0.23
C 2.76005 3.67515 -1.88346 -0.30
H -5.03026 -1.92192 -6.15950 0.30
H -0.96190 4.48568 6.04880 0.29
H 2.76824 3.79905 -6.39542 0.30
O -3.63662 -3.77018 2.87309 -0.47
C 1.85289 -1.48158 -0.04631 -0.39
H 1.01846 0.00699 1.35543 0.15
H -1.39428 2.17726 -0.66743 0.34
N 4.14899 1.13381 1.37162 0.08
H 0.07688 -2.91115 -0.32089 0.14
H -4.75490 -5.10125 4.14507 0.29
H 2.82073 2.63974 -2.23390 0.17
C 1.22632 -3.56360 1.66616 -0.67
H 3.43600 -0.74860 3.57140 0.25
H 2.33940 -3.79071 1.94751 0.35
N 2.07331 0.89982 -0.22916 0.08
H -1.85805 2.59888 1.70187 0.38
H -1.89604 2.45606 -6.64555 0.30
H -5.81984 -5.26858 2.70090 0.30
H -1.07514 -1.04689 -0.55734 -0.02
O 0.91956 3.27477 4.56719 -0.54
C -0.47740 -0.01591 -0.58071 0.53
O -3.60002 1.40275 -4.77738 -0.29
C 4.53284 -0.80730 3.14502 0.08
O -6.74562 -5.56340 4.54207 -0.31
O -5.76783 -7.58469 4.05536 -0.55
H -0.66669 -4.56739 3.72677 0.41
O 3.63356 4.51333 -2.63768 -0.33
H -3.68361 1.71559 -2.72085 0.37
H -7.75683 -9.30288 4.59673 0.29
O -0.18059 1.28789 -6.48217 -0.27
H 3.68745 4.85830 2.58872 0.31
C 1.15604 -2.95234 0.14660 -0.58
O -4.86908 0.15134 -6.06104 -0.31
H -1.52076 1.41793 -8.07005 0.40
O 1.92729 1.89484 -6.36911 -0.29
C -0.87028 -3.44111 3.46851 -0.76
Cl -0.11102 0.38697 -2.39133 -0.21
C -5.65015 -1.02526 -6.26099 -0.64
C 4.94607 4.18317 -2.54025 0.72
H 3.14352 2.76093 -7.81992 0.32
N 5.29069 -1.91323 3.52918 -0.58
S -2.29629 -3.19305 2.27877 0.98
H -2.22216 0.84721 -3.31903 0.14
H -6.49170 -1.05353 -5.56132 0.29
H 2.50625 0.72443 -1.18564 0.41
C -5.75579 -4.92441 3.73822 -0.60
H 1.73687 4.02996 -2.03495 0.26
O 5.65660 5.05426 -3.30028 -0.33
H 7.46820 4.93497 -2.28142 0.29
H -8.45667 -9.07109 6.21028 0.22
C -0.06129 4.64356 6.65092 -0.60
C -1.50271 1.48989 -6.97778 -0.50
C 0.97784 -0.11192 0.16833 -0.39
O -2.57109 -1.69935 1.93280 -0.57
H -0.18089 1.75389 1.89043 0.09
C -4.30830 0.24648 -4.82911 0.71
H 3.83396 -1.31650 -0.23545 0.38
C -1.29130 1.56126 1.54297 -0.75
C 5.19652 0.34514 2.13521 -0.48
C 7.06450 4.82616 -3.29324 -0.62
O -2.08822 -3.99827 0.76394 -0.51
H -5.94905 -3.84829 3.75601 0.30
H -2.57447 0.78842 -0.18703 0.26
H -1.13786 -2.82424 4.44840 0.38
C -2.94999 1.63743 -3.52972 -0.59
C 2.89603 4.26294 3.05231 -0.61
H 5.79235 -0.28168 1.31309 0.37
H 2.11364 4.08984 2.30633 0.28
O 0.49237 3.14376 -7.65743 -0.55
H -6.69188 -9.13556 6.04090 0.29
O -4.42130 -0.56638 -3.92499 -0.57
C -1.45763 1.18458 -0.04392 -0.45
H 4.03477 2.17481 1.37558 0.21
H 6.24698 -1.81477 3.07384 0.27
H -2.41436 2.58806 -3.60125 0.35
H 0.06746 -1.63236 2.43517 -0.03
H 0.25409 3.71107 7.13005 0.29
O 5.40725 3.26297 -1.88337 -0.56
C 1.38334 4.37280 4.83215 0.70
C -6.62430 -6.91324 4.60906 0.73
H 3.89776 2.43918 -6.24674 0.20
N 3.18488 -1.17443 0.59130 -0.19
C 0.72289 2.20445 -6.91210 0.70
H -2.14060 0.70060 -6.57053 -0.01
H 7.29726 3.83675 -3.70003 0.29
H 3.32963 3.31522 3.38758 0.28
C 0.45840 -2.67392 2.81057 -0.04
H 7.53215 5.57966 -3.93296 0.23
H 1.77220 -3.70473 -0.54556 0.41
H -1.85869 0.79419 2.24904 0.12
H 1.27849 -2.42598 3.64176 0.19
H 0.66080 -4.61439 1.63082 0.37
H 2.99166 3.73796 -0.81529 0.17
H -0.29417 5.37076 7.43365 0.22
H -2.21052 -3.27440 0.05533 0.36
H 5.89849 0.98785 2.81571 0.38
O -7.62097 -7.38658 5.39886 -0.31
```

[2]
Below is a molecular structure, C27H54HgN3O3 in a non-equilibrium geometry, with properties calculated with ωB97M-V/def2-TZVPD.

Summary:
E_LUMO (spin up / spin down), eV: -0.79 / -1.24
Relative energy (zero: lowest compared OMol25 entry of this formula, charge and spin), eV: 3.007
Spin multiplicity: 2
Expectation value of S²: 1.111

The geometry in XYZ format:
```
88
Properties=species:S:1:pos:R:3:mulliken_charge:R:1
H -0.59485 -0.30183 -4.07449 0.50
C -0.91155 -3.67037 -0.92319 1.44
O 0.76817 -2.70658 -2.56552 -0.62
C -1.00636 -5.13419 -1.36625 -1.85
H -3.56022 0.42938 1.37752 0.43
N 1.10704 1.22218 -2.59975 1.31
N 0.46421 -3.08751 -1.20401 0.96
C -2.07018 1.99701 4.74388 -0.69
C -0.17030 -4.09489 1.53446 -1.04
H -1.28794 3.43732 1.17394 -0.02
H -0.29308 -3.89656 2.59921 0.57
H -0.53227 0.30543 5.30383 0.47
H 3.85860 0.98095 -1.97772 0.34
H 3.65945 -2.92632 -0.00111 0.55
H -1.61624 3.15804 -2.85972 0.42
H 1.94979 -3.43418 1.73361 0.52
C -3.23297 1.43351 1.10778 -1.69
C -0.64236 1.20520 4.69852 -1.28
H 2.14523 1.76566 3.51170 0.48
H 2.68545 -1.58302 0.05064 0.44
H 1.56092 -0.64563 2.76568 0.38
H 0.84904 1.87644 -5.17375 0.35
H 3.83959 2.24366 -0.90011 0.56
H -1.49822 -0.01458 -2.55244 0.05
H 1.37910 2.15879 1.97748 -0.08
H -2.96983 1.34233 0.05395 0.06
C -1.15087 0.42800 -3.48603 -1.91
N -0.99711 0.84462 2.31534 -0.44
C 0.80874 -0.54143 3.54765 -2.09
H 3.00785 -5.23741 -0.46286 0.44
H 2.15837 3.98068 -3.47740 0.30
H -4.11890 2.06509 1.04190 0.46
C 1.19439 2.01829 3.04249 -1.40
H -3.77958 2.27488 3.50835 0.41
H -3.24777 0.60413 3.72025 0.41
H 0.14361 -1.40363 3.49960 0.46
H -2.79627 3.85754 1.88289 0.46
C 1.97508 -4.92370 -0.61483 -1.78
C -2.13248 1.80799 2.19403 1.20
H 0.91930 -2.16930 1.29581 -0.82
H 1.81330 4.07990 -0.89202 0.42
H 3.70054 3.43217 -3.05410 0.46
H 1.36533 -5.56206 0.02454 0.26
C 2.02125 2.22335 -2.12790 1.32
H -2.11175 -4.18846 0.85628 0.42
Hg 0.53618 -0.60506 -0.81960 1.51
H -2.04228 -5.24938 -1.68517 0.50
H 1.46052 -0.46542 4.41800 0.58
C 1.13033 -3.21020 1.05067 -0.40
H -2.18439 -1.89964 -1.02051 0.07
H -0.67807 -5.75012 -0.52903 0.35
H 0.37188 3.39482 -4.46711 0.30
H 2.69905 0.86478 -0.60810 -0.08
H -3.05112 -3.33805 -1.36236 0.60
C 0.11914 0.89845 3.39086 1.66
C 0.09642 2.34257 -4.53782 -1.89
H -1.16633 3.56862 2.87989 0.39
C 1.62404 -3.42621 -0.34091 1.87
H -0.60850 4.17150 -0.84520 0.51
H 1.75643 -5.07898 -1.67132 0.34
H -0.03902 1.96155 5.20054 0.33
C 1.31858 3.12896 -1.08966 0.00
C 2.85552 -2.46148 -0.57184 -1.83
C -1.25434 -3.57464 0.58028 -0.98
H -1.50022 2.10920 -1.49861 -0.76
H -2.61938 1.75217 5.65303 0.40
H 0.14446 4.53217 -2.39848 0.44
C 2.69328 3.06054 -3.24226 -2.07
H 2.91700 2.46343 -4.12629 0.41
H -1.81766 3.05735 4.74199 0.40
H 0.90491 2.95660 3.51565 0.54
H -0.81837 2.37821 -5.12940 0.50
C -1.87121 3.31839 2.08703 -1.39
C -0.89185 2.64372 -2.22819 -0.03
C 3.15419 1.52380 -1.34746 -1.51
H -2.21529 -2.76060 -2.61617 0.34
C -2.09003 -2.85459 -1.53748 -1.68
C -0.02076 3.74800 -1.65965 -0.80
O -0.58907 0.24870 1.05024 0.08
H -0.44307 -5.47874 -2.23348 0.30
H -0.02611 -5.17092 1.43721 0.38
C -0.13586 1.63143 -3.25279 1.60
H -2.03753 0.53074 -4.11162 0.41
H 1.18660 2.59932 -0.14618 -1.09
H 3.35222 -2.18775 -1.50269 0.19
C -2.90439 1.62927 3.58134 -1.03
H -1.71680 -2.63423 0.88004 0.08
O 1.74764 -0.01917 -3.13549 -0.67
```

| no. | calculated total energy (eV) |
| --- | --- |
| 1 | -95031.83423 |
| 2 | -43650.17251 |